--- one ---
A single C10H15N5O4 molecule, computed with the ωB97M-V functional and the def2-TZVPD basis.

Its HOMO energy is -8.61 eV. The net charge is 0. For the LUMO energy, the calculation gives 0.0188 hartree. The value obtained for the HOMO-LUMO gap is 9.12 eV.

Last column: Löwdin charge in e.
Cartesian coordinates (Å):
N (-2.16698, -2.25403, -0.66811)  0.04
H (-2.98299, -2.82643, -0.85591)  0.08
H (-1.77719, -3.36750, 1.85471)  0.11
C (-1.70693, -0.16611, 0.59147)  -0.46
H (2.97048, 3.40615, 0.15554)  0.11
C (1.78218, -2.73210, 0.24262)  -0.18
O (3.09660, 0.92677, 0.31603)  0.02
C (-0.80940, 2.45500, -1.54665)  -0.45
N (-1.19215, 0.20602, -0.59344)  0.11
H (2.81547, -0.99278, 0.86007)  0.11
H (0.90387, -0.49636, 2.39918)  0.13
H (-0.26939, 1.75133, 0.36529)  0.18
H (-1.64581, -1.80859, 2.71483)  0.13
H (-3.33212, -1.55320, 0.94770)  0.16
C (-0.29080, 1.32404, -0.67831)  -0.20
N (2.06076, -1.64824, 1.01312)  0.05
C (-1.44939, -2.33605, 1.74592)  -0.10
C (0.01555, -2.30581, 1.39734)  -0.31
H (-2.27272, 3.17148, -2.38304)  0.14
C (-2.25886, -1.60660, 0.64650)  -0.28
C (0.93991, -1.35570, 1.74435)  -0.05
N (0.54659, -3.15933, 0.45699)  0.08
O (-0.12714, 3.39078, -1.92394)  0.08
H (2.48817, -3.16363, -0.43332)  0.11
H (1.28254, 1.12639, -2.16420)  0.13
N (2.26855, 2.91945, -0.34294)  0.19
O (-2.11202, 2.36832, -1.86080)  0.14
C (2.25609, 1.57380, -0.30697)  -0.51
H (1.58962, 3.42960, -0.91527)  0.09
C (1.13505, 0.91573, -1.10494)  -0.03
H (-1.34031, -2.87728, -0.70001)  0.07
O (-1.69873, 0.54271, 1.59383)  0.05
H (-1.26035, -0.49612, -1.34153)  0.14
H (1.26323, -0.17579, -0.95239)  0.12



--- two ---
A single C10H15N5O4 molecule, computed with the ωB97M-V functional and the def2-TZVPD basis.

Its HOMO energy is -9.18 eV. The net charge is 0. For the LUMO energy, the calculation gives 0.0126 hartree. The value obtained for the HOMO-LUMO gap is 9.52 eV.

Last column: Löwdin charge in e.
Cartesian coordinates (Å):
H (-1.83135, -1.96104, -1.10539)  0.13
C (-1.94394, 0.15440, -1.58676)  -0.34
N (-0.11067, -1.30420, 1.37082)  0.13
O (1.96907, -1.37706, 2.30462)  0.00
O (-3.62041, -0.78362, 0.91479)  0.14
H (0.61777, 1.00435, 0.51691)  0.11
H (-2.16881, 3.26969, -2.35834)  0.13
H (1.97964, -0.40743, -1.03560)  0.14
O (-2.40180, -2.43845, 1.91667)  0.12
H (-0.29437, -2.12064, 1.99917)  0.16
C (-2.48354, -1.43058, 1.26113)  -0.49
O (4.70785, 0.55243, -0.97678)  0.04
N (4.34916, -0.27822, 1.08529)  0.17
H (1.26298, 1.89640, 2.44778)  0.08
H (-0.32163, -1.18817, -1.18228)  0.12
H (-3.23881, -0.72988, -3.13409)  0.11
C (2.39153, 0.35913, -0.28205)  -0.04
C (-2.25193, 2.17254, -2.19739)  -0.17
C (-1.35632, -1.00749, -0.84387)  -0.05
C (-2.77337, 0.11195, -2.67146)  -0.06
H (-1.37246, 0.32033, 0.92525)  0.15
N (-1.68380, 1.43084, -1.20939)  0.11
H (2.75177, 1.12913, 2.54327)  0.08
C (-1.28422, -0.75190, 0.70417)  -0.21
H (2.34962, 1.35897, -0.85481)  0.15
N (-2.97188, 1.42082, -3.05174)  0.05
H (-4.33534, -1.33106, 1.24903)  0.13
C (3.92292, 0.19209, -0.13337)  -0.54
H (-3.48747, 1.74974, -3.85552)  0.15
C (1.46443, 0.53370, 0.97037)  -0.32
H (5.32146, -0.44728, 1.13440)  0.09
H (3.68696, -0.84975, 1.61496)  0.07
C (1.11518, -0.76257, 1.60651)  -0.41
N (2.04176, 1.51283, 1.91371)  0.07



--- three ---
A single C10H15N5O4 molecule, computed with the ωB97M-V functional and the def2-TZVPD basis.

Its HOMO energy is -8.56 eV. The net charge is 0. For the LUMO energy, the calculation gives 0.0118 hartree. The value obtained for the HOMO-LUMO gap is 8.88 eV.

Last column: Löwdin charge in e.
Cartesian coordinates (Å):
H (-4.76052, -1.52805, 0.72261)  0.13
C (3.26453, 1.06246, -1.09926)  -0.10
N (-0.38264, -2.03301, -0.10613)  0.02
H (-0.32141, -2.52361, -1.05061)  0.11
H (2.63941, 1.80567, -1.58616)  0.12
C (-3.60060, -0.28451, -0.40999)  -0.50
C (1.66743, -0.85904, -0.94004)  -0.09
C (-2.70261, -0.05977, 0.75064)  -0.07
C (0.73212, -0.26836, 1.37101)  -0.47
H (-3.26905, 0.37794, 1.60114)  0.15
C (0.88269, -1.41712, 0.34802)  -0.26
H (-1.23685, 0.28404, -0.58420)  0.14
H (-2.54218, -1.11125, 1.02389)  0.12
N (-0.30077, 0.51568, 1.26749)  0.12
H (-2.61116, 1.85306, -1.22395)  0.07
N (4.21192, -0.64963, -0.02677)  0.09
C (3.07896, -0.25917, -0.75875)  -0.26
H (1.61356, -1.69991, -1.70060)  0.11
C (-1.47812, 2.20080, 0.39762)  -0.41
H (1.51885, -2.24093, 0.76190)  0.15
N (4.40436, 1.47276, -0.48053)  0.03
O (-3.29169, 0.24048, -1.49207)  0.03
H (5.96686, 0.35466, 0.61638)  0.13
O (1.38425, -0.32935, 2.39522)  0.07
H (1.03579, -0.12408, -1.48196)  0.11
H (-5.26049, -1.18795, -0.94812)  0.11
H (-0.60819, -2.81311, 0.55915)  0.10
H (4.71114, 2.48965, -0.66682)  0.19
C (4.98600, 0.37266, 0.07112)  -0.23
O (-2.13404, 2.59329, -0.77812)  0.08
O (-0.94746, 2.91122, 1.17395)  0.15
N (-4.73260, -0.97013, -0.13481)  0.18
H (-0.49660, 1.18682, 1.97321)  0.14
C (-1.42090, 0.63779, 0.43557)  -0.25



Quick ranking, most stable first: one, two, three.



--- one ---
2 unconnected molecules or ions with the total composition C4H9N4, computed with the ωB97M-V functional and the def2-TZVPD basis.

Its HOMO energy is -13.74 eV. The net charge is +1. For the LUMO energy, the calculation gives -0.2024 hartree. The value obtained for the HOMO-LUMO gap is 8.24 eV.

Last column: Löwdin charge in e.
Cartesian coordinates (Å):
C (-1.43520, 0.42286, -0.80657)  0.03
H (0.46117, -0.95302, 0.65856)  0.10
N (0.04139, 0.46373, -0.87282)  -0.24
H (-1.18994, -1.65621, 3.31216)  0.14
H (0.59609, 2.47975, -1.00265)  0.13
H (2.85806, 1.33252, -2.04963)  0.12
H (-1.60075, -0.33107, 2.09738)  0.09
N (1.86328, -0.46225, -1.44364)  0.06
C (-0.84061, -1.08546, 2.39316)  0.16
H (0.83292, -2.07922, 2.02107)  0.13
C (1.99350, 0.84946, -1.60307)  -0.09
H (-1.78251, -0.43581, -1.32149)  0.09
H (-1.81946, 0.54599, 0.24714)  0.08
H (-1.74728, 1.43287, -1.31074)  0.14
N (0.63840, -0.69980, -0.90864)  -0.04
C (0.81418, 1.44654, -1.13501)  -0.06
N (0.31675, -1.27087, 1.72479)  0.17



--- two ---
A gas-phase ion, C4H9N4 (charge +1), computed with the ωB97M-V functional and the def2-TZVPD basis.

Its HOMO energy is -12.76 eV. The net charge is +1. For the LUMO energy, the calculation gives -0.1320 hartree. The value obtained for the HOMO-LUMO gap is 9.17 eV.

Last column: Löwdin charge in e.
Cartesian coordinates (Å):
H (-0.93118, -1.53362, 0.55634)  0.19
C (0.24239, 1.39923, 0.24899)  -0.25
N (-0.08194, -0.95083, 0.54339)  0.06
H (-2.14502, 0.92764, -1.10980)  0.11
C (-2.02738, 0.35564, -0.14409)  0.03
H (0.60813, -0.63414, 1.27700)  0.20
H (-2.40067, -0.76002, -0.18768)  0.13
H (1.09342, -2.50470, -0.48748)  0.16
H (-2.48176, 0.95233, 0.71497)  0.12
N (0.27789, 2.56627, -0.05509)  0.24
C (0.88641, -1.40643, -0.43809)  -0.09
H (3.09472, -0.92585, -0.14109)  0.11
N (2.05909, 0.58239, 0.36175)  0.15
H (0.44180, -1.27217, -1.39341)  0.13
C (2.09657, -0.55094, -0.15068)  -0.23
H (-0.14790, 3.43774, 0.13940)  0.10
N (-0.58456, 0.31746, 0.26557)  -0.15



Quick ranking, most stable first: one, two.